Density functional theory data (ωB97M-V/def2-TZVPD) for a structure of composition C41H86Cl2FIN17O29 in a non-equilibrium geometry.

The charge is +1. For the LUMO energy, the calculation gives -2.5 eV. Its total energy is -164438.7577 eV. Its orbital gap is 8.4 eV. Its multiplicity is 1. The value obtained for the molar mass is 1498.04 g mol⁻¹. The calculation puts the HOMO energy at -10.9 eV.

Geometry as XYZ:
```
177
Properties=species:S:1:pos:R:3:forces:R:3
H -4.687 2.221 -3.712 0.0752 0.2139 0.0506
H -4.397 3.688 -1.825 -0.1197 0.0180 0.0759
H 6.164 8.222 -3.137 0.0458 -0.0001 0.0674
H -11.078 -0.089 0.753 0.0452 0.0169 0.0405
H 1.196 -3.883 -4.585 0.2401 -0.1228 0.1418
H 8.034 1.238 -0.770 -0.0344 -0.0255 0.0434
O -11.748 2.184 0.667 -0.0371 -0.0341 0.0306
C -6.305 -2.236 -6.238 -0.0811 -0.0963 -0.0700
H 1.528 2.399 -2.118 -0.0095 -0.1605 -0.1926
H -10.631 -1.750 0.240 0.0383 -0.0759 0.0513
H -5.705 -3.948 0.766 0.0566 0.0330 0.0379
O 9.463 -1.256 -1.633 -0.0110 -0.0319 -0.0791
N -6.457 -0.774 -6.480 -0.0526 0.0019 -0.0175
H 3.642 -6.506 1.967 0.0446 -0.0188 0.0801
H 4.465 -6.313 0.386 0.0202 0.0411 -0.0058
C -5.767 -0.822 3.164 0.2336 -0.0301 -0.1304
H -0.146 3.673 -2.608 0.0878 -0.4050 -0.0111
H 1.214 -2.177 -4.876 0.2332 0.1176 0.0681
C -4.135 2.639 -1.646 0.1637 0.3803 -0.0368
H 5.721 -0.028 -5.084 -0.0030 0.0242 -0.0547
O 9.328 -2.102 6.224 -0.0147 -0.0346 -0.0271
C 5.032 -1.208 2.064 -0.1106 0.1290 -0.1300
O -8.805 0.327 1.400 0.0688 0.0227 -0.0651
C 2.689 -0.052 -0.693 1.0318 0.0968 -0.4348
O 8.472 -0.065 -4.620 -0.0372 0.0425 0.0358
C 2.070 1.350 -0.322 -1.5684 -0.0774 1.3841
H 4.356 0.752 1.598 -0.4782 0.0872 -0.1948
C 0.996 2.251 1.977 -0.6177 0.0313 0.7562
N 8.679 -0.745 -0.864 0.0004 -0.0119 -0.0254
H 5.761 -0.724 2.709 0.1321 -0.1513 0.0244
H 9.802 1.026 -0.966 0.0004 -0.0335 -0.0282
N 9.567 -0.992 6.658 -0.0492 0.0227 0.0094
O -5.635 -2.279 4.961 0.0330 -0.0357 -0.0410
O 7.587 7.395 -1.384 0.0228 -0.0314 0.0611
H 0.951 3.070 4.600 -0.0383 0.0552 0.0467
O -7.110 -0.424 -7.434 0.0087 0.0227 -0.0308
H 5.507 6.576 -3.384 0.0446 -0.0699 -0.0473
H -7.121 -2.668 8.267 0.0962 -0.0010 -0.0065
H 9.967 -2.271 -6.005 -0.0639 -0.0628 -0.0027
H -0.149 1.838 5.254 -0.0086 0.1126 0.0656
H 9.026 0.689 0.614 -0.0823 -0.0055 0.0140
C 3.163 2.415 0.003 1.0395 0.1969 -0.9682
C 0.193 0.745 -2.123 -0.0295 0.0044 0.0766
O -6.070 -1.995 -1.479 -0.1093 -0.0602 -0.0332
H -0.820 0.721 -1.717 0.0552 0.0645 0.2666
H -8.223 -3.489 7.122 -0.0176 -0.0408 0.0302
C -0.043 -2.778 -3.263 0.2975 -0.1160 -0.1523
H 6.208 -1.718 -3.258 0.0709 0.0170 -0.2164
C 1.222 -2.924 -4.079 -0.6848 0.0469 -0.2705
H 0.105 -1.164 0.130 0.0806 0.1698 -0.0357
H -9.922 1.080 -2.253 0.2021 -0.1718 -0.1247
O -7.984 -5.545 8.339 -0.0043 -0.0303 -0.0023
H 3.459 2.384 1.043 -0.4621 -0.0986 0.1731
H -6.486 0.921 -2.257 -0.1132 0.0137 0.1115
N 1.604 -1.072 -1.094 0.3271 0.0250 -0.2866
C -9.123 0.347 -2.341 0.0858 0.0375 0.0704
H -4.204 -3.979 -0.208 0.0096 0.0326 0.0862
C 4.496 2.414 -0.790 -0.1429 1.1145 0.1462
H -1.940 1.640 2.226 -0.1652 0.0405 0.0175
H 5.009 1.461 -0.806 -0.3327 -0.2446 -0.0881
H -4.930 -0.175 -3.490 -0.0355 -0.0550 0.0133
H 3.793 1.477 -4.806 -0.0606 0.0864 0.0098
C 8.909 0.671 -0.466 0.1360 0.0506 -0.0256
H 10.506 -1.337 -4.572 -0.0403 0.0310 0.0267
N 7.286 6.656 -2.291 -0.0469 0.0265 -0.1045
Cl -1.756 -1.716 -1.528 0.0357 0.3269 0.1700
H 0.526 3.122 1.533 0.2051 0.0235 -0.2896
H -4.572 -0.102 -1.750 0.1904 0.0344 0.1150
H -1.922 2.333 3.870 -0.1438 -0.0791 -0.0237
H 5.292 3.676 0.838 -0.0758 0.2317 -0.0196
O 5.540 -1.263 5.354 -0.0103 0.0380 -0.0115
H 6.947 7.111 -4.301 -0.0225 -0.0930 -0.0106
N -2.668 2.486 -1.665 -0.1761 0.0165 -0.6140
C -12.121 4.240 -0.339 -0.0457 0.0688 0.1379
C -2.006 3.775 -1.497 -0.0144 -0.3944 0.4446
O -10.360 -0.995 -3.752 0.0023 -0.0273 -0.0652
H 6.493 2.981 -0.216 0.0439 0.0536 0.0174
C -4.382 0.360 -2.716 0.2234 0.2495 -0.4176
N -11.663 2.825 -0.356 0.0037 0.0352 -0.0322
O -7.001 -0.622 5.105 -0.0302 0.0009 0.0338
C 4.515 -0.179 1.062 0.9636 -0.6650 0.2916
N -9.242 -0.801 1.467 -0.0363 -0.0207 -0.0308
C 4.570 -1.004 -2.089 0.4052 -0.4300 -0.0784
C 4.033 0.772 -4.020 -0.0209 0.2260 -0.2765
N -7.063 -4.755 8.330 -0.0408 0.0412 -0.0105
N 3.343 -0.716 0.397 -0.5383 0.5019 0.4505
H 0.225 0.757 0.725 -0.0352 0.0990 -0.1868
C 3.554 -0.070 -1.985 -0.3177 0.1486 0.4058
H -8.608 0.219 -1.395 -0.0302 -0.0248 0.0118
H -2.429 2.142 -2.593 0.1086 0.0314 -0.0078
C -0.492 3.704 -1.574 -0.2386 0.5689 0.1895
N 4.956 -4.888 1.848 0.0522 0.0183 -0.0110
H 5.585 4.324 -0.820 -0.1689 0.2250 0.2157
H 1.665 0.303 1.580 0.2226 -0.0176 -0.1355
H -3.326 0.299 -2.978 0.0547 -0.1718 0.1318
H -11.170 -1.449 1.920 0.0387 -0.0666 -0.0033
O -8.600 -1.764 1.844 -0.0268 -0.0868 -0.0337
H 1.904 2.589 2.478 0.2363 -0.0951 -0.2635
H -1.378 3.279 2.472 -0.1187 0.1162 0.1486
N -9.743 -0.952 -2.713 0.0657 -0.0034 0.0821
C 5.394 -1.012 -3.210 -0.5204 0.3449 0.1828
H -8.431 0.614 -3.136 -0.1230 0.0619 -0.0870
O -11.230 2.400 -1.410 -0.1783 0.1609 0.0896
H 1.287 -0.693 -3.197 0.7395 0.1549 0.4173
O 0.916 -1.673 -0.042 -0.1298 -0.1606 0.0921
C 4.575 -6.275 1.463 -0.0167 -0.0235 -0.1556
H 1.437 1.365 4.709 0.1765 0.1407 -0.0711
H 5.369 -6.933 1.803 -0.0276 0.0000 0.0798
N 3.258 0.811 -2.939 0.3176 -0.4751 -0.1582
F 0.038 1.185 -3.442 -0.0622 -0.0950 -0.0422
C -0.290 -1.762 -2.440 -0.1796 -0.0686 0.0216
H 5.355 -0.041 0.372 -0.0757 0.2880 -0.1085
H -12.914 4.331 -1.074 0.0563 0.0018 -0.0669
C 5.054 -3.481 5.843 -0.0879 0.0131 -0.0970
C 0.743 -0.670 -2.258 -1.2043 -0.1961 -0.1461
C -10.652 -1.038 1.059 -0.1313 0.1079 -0.0395
O 7.480 -1.775 -5.463 0.0988 -0.0606 0.0128
N 5.431 -2.096 6.234 0.0642 -0.0666 -0.0045
H 4.127 -3.717 6.357 0.0605 -0.0193 0.1083
H -2.359 4.509 -2.233 0.1055 0.1424 0.0153
C -7.236 -3.489 7.567 -0.1568 -0.0218 -0.0459
C 0.038 1.763 3.103 0.0581 -0.3185 -0.0299
N -5.431 -2.315 -0.502 -0.1160 -0.0120 0.0485
H 8.746 0.806 7.377 0.0917 -0.0277 -0.0077
H -11.270 4.858 -0.610 -0.0086 -0.0179 -0.0854
C 8.393 -0.150 7.010 0.0381 0.2018 0.0752
Cl -1.185 -4.043 -3.467 -0.0734 -0.0871 -0.0376
C 1.228 1.110 0.994 0.1270 -0.0793 0.2208
H 5.489 -2.043 1.532 0.0492 0.2450 0.2630
O 7.707 -1.303 -0.391 -0.1108 0.0629 -0.0367
O 5.613 -1.885 7.413 -0.0181 0.0213 0.0511
H -6.843 -2.768 -7.013 -0.0186 0.0375 -0.0166
H -5.243 -2.460 -6.267 0.0124 0.0281 0.0745
O 0.032 2.658 -0.761 0.1625 -0.1059 0.1182
C 0.992 1.825 -1.361 0.6671 0.2476 -0.8487
O -5.909 -0.028 -5.690 0.0217 -0.0174 0.0218
H 4.932 -3.518 4.769 0.0483 0.1397 0.1065
C 6.402 7.191 -3.365 -0.0510 0.1683 -0.0023
H -2.275 4.156 -0.509 -0.0832 -0.0083 0.0156
O 5.124 -4.672 3.028 -0.0164 -0.1291 -0.1881
H -6.648 -0.828 2.530 -0.0544 0.0961 0.1200
H 3.451 -1.714 0.285 -0.0582 -0.0378 -0.0919
C 5.499 3.437 -0.204 0.5410 -0.8567 -0.0931
C -5.269 -3.765 -0.212 -0.0626 -0.0995 -0.1084
O 10.674 -0.528 6.819 0.0312 -0.0117 -0.0159
H 4.239 -1.601 2.702 -0.0722 0.0780 0.0163
H -4.536 2.373 -0.667 0.0285 -0.1249 0.0301
H 2.121 -2.835 -3.473 0.1483 -0.0289 -0.1039
H -5.020 -1.508 2.785 0.0281 -0.0149 0.0725
H -12.476 4.470 0.658 0.0101 -0.0448 0.0174
H -5.782 -4.326 -0.983 -0.0287 0.0398 -0.0138
O -4.912 -1.535 0.274 0.1074 -0.0252 -0.0389
C 5.114 -0.085 -4.195 0.1331 -0.0703 -0.0898
O 5.082 -4.058 0.968 -0.1460 -0.3917 -0.1947
H -6.717 -2.446 -5.255 0.0602 0.0238 0.0354
O -9.594 -1.893 -1.952 -0.0224 -0.0116 0.0206
H 5.854 -4.138 6.170 -0.0141 0.0174 0.0851
H 2.167 -1.849 -1.452 -0.0412 -0.1061 0.0964
O 7.643 5.499 -2.410 -0.0242 -0.0342 0.0517
H 7.827 -0.680 7.769 -0.0668 -0.0526 -0.0788
C 0.607 2.041 4.494 -0.1809 -0.1261 -0.0267
C -1.398 2.284 2.919 0.4919 0.0533 -0.2558
O -6.001 -4.913 8.894 0.0327 -0.0093 0.0144
H -6.464 -3.454 6.806 0.0671 0.0673 0.0570
H -0.015 0.671 3.019 -0.0294 -0.0400 0.0777
H 4.791 -1.738 -1.326 -0.1062 0.1710 0.2343
I 2.571 4.506 -0.236 -0.2748 -0.1509 0.2083
N -6.167 -1.277 4.519 -0.0301 0.0053 -0.0561
C 9.736 -1.976 -4.986 0.1335 0.0631 0.0239
C -4.835 1.810 -2.709 -0.3462 -0.7267 0.2544
O -6.240 1.834 -2.429 0.1135 0.1921 -0.1309
H 4.272 2.742 -1.801 0.1216 -0.3782 -0.2141
H 9.567 -2.847 -4.360 -0.0351 -0.0250 -0.0396
H -5.363 0.181 3.263 -0.1008 0.0430 0.0158
H 7.800 -0.033 6.108 -0.0833 -0.0993 0.0374
H -0.127 4.643 -1.153 0.0653 0.0763 -0.1591
N 8.464 -1.206 -5.026 0.0332 -0.0122 0.0061
```
Forces are in eV/Å.